Molecular formula: C20H39BINO10P
Method: DFT, the ωB97M-V functional and the def2-TZVPD basis

Geometry as ORCA input:
```
! RIJCOSX wB97M-V def2-TZVPD def2/J DEFGRID3
* xyz -1 1
C -2.059 0.434 -5.463
H 2.269 3.629 -6.162
O 2.376 -0.312 1.330
O 0.136 0.584 -6.975
C 5.019 -0.011 3.563
H 3.286 1.503 -5.301
H 5.797 0.197 2.829
H -0.311 -2.187 2.661
C -0.376 2.953 -0.887
O 3.836 -0.473 2.906
C -3.475 -6.208 4.739
H -2.749 1.284 1.295
O -3.303 0.631 -2.336
H -0.652 -2.018 -1.717
H -4.465 -6.459 5.120
H -2.805 -5.371 6.604
H 1.018 -0.266 -0.188
O -2.294 -3.603 3.420
H 3.926 0.987 5.125
H 1.457 1.331 0.432
I -5.529 1.318 0.094
H -3.933 -0.086 -2.206
H -3.321 3.038 -1.006
C 0.904 3.478 -0.756
C 0.516 3.852 1.580
H 3.366 2.896 -7.348
H 5.627 1.476 4.995
H -3.458 3.157 1.062
O -0.092 -3.922 3.803
H -0.647 -1.588 0.427
C 0.192 0.911 -5.816
H 2.560 0.614 -6.637
C 0.191 -3.150 2.630
C 1.839 0.347 0.167
H -1.139 -0.887 -2.950
H 1.265 -2.989 2.612
C -1.434 -0.842 0.378
H -3.573 -5.918 3.693
H -2.352 -1.832 -2.059
H -3.458 -4.178 5.485
H 1.572 3.541 -1.602
H -1.199 -0.069 1.099
H -1.413 3.250 2.289
H 4.438 2.050 3.817
H -2.725 0.318 -4.613
P -2.994 2.155 0.122
H 5.353 -0.847 4.177
C -1.390 -4.070 4.058
C 2.425 2.768 -6.813
H 0.840 4.215 2.542
H -0.106 -3.701 1.738
H -1.956 -0.519 -5.979
B -2.555 0.710 -1.150
C -2.864 -5.088 5.554
C -1.230 2.845 0.204
C 2.450 1.491 -5.999
C 1.359 3.928 0.479
N -1.450 -0.218 -0.966
O 1.280 1.363 -5.187
C 4.737 1.199 4.428
H 1.613 2.748 -7.540
O 4.117 1.128 1.332
H -0.710 2.630 -1.865
H -2.464 1.183 -6.141
H -2.389 -1.302 0.631
H 2.344 4.350 0.600
C 3.495 0.212 1.805
C -0.755 3.307 1.432
O -0.800 0.870 -4.939
C -1.412 -1.283 -1.980
H -2.845 -7.098 4.782
O -1.514 -4.824 5.156
H 2.591 0.434 -0.615
*
```

HOMO-LUMO gap	6.26	eV
electronic energy	-61405.553	eV
LUMO energy	2.420	eV